Entry 1:
The following is a DFT calculation (ωB97M-V/def2-TZVPD) of a molecular structure, C27H84F6FeN16O20S.

Calculated total energy, eV: -155677.478
F_max, eV Å⁻¹: 2.84
Lowest unoccupied orbital energy (spin up / spin down), eV: -3.78 / -7.43
Charge: +1
<S²>: 8.7651
Spin multiplicity: 6

Each line ends with the Löwdin charge.
Cartesian coordinates (Å):
Fe1 -0.9930 1.5188 -4.2009  1.2015
S1 -2.3588 4.5022 -3.5655  0.5670
F1 -1.4736 6.6737 -2.3615  0.2026
F2 -0.0007 5.5851 -3.5382  0.1442
F3 -2.5295 0.1564 0.7943  0.1294
F4 -1.6355 -1.2694 -0.5567  0.1858
F5 -3.1772 0.0070 -1.2555  0.1380
F6 -0.6518 4.8113 -1.6283  0.1114
O1 -0.6716 -0.3921 -4.5515  -0.0438
O2 -4.7342 -6.3974 2.1472  -0.2037
O3 -1.0135 1.1650 -2.2533  0.0306
O4 -0.9593 3.3171 2.1674  0.0129
O5 0.3040 1.9158 4.3372  -0.0741
O6 -4.7439 1.3669 -4.4628  -0.0008
O7 0.2668 -3.6095 -1.7508  -0.0717
O8 -6.4702 -0.7529 -1.2436  -0.2094
O9 4.0041 4.3953 0.4856  -0.2090
O10 -1.6394 -0.0030 4.5851  -0.0150
O11 6.7860 0.4384 -1.2064  0.0418
O12 3.7059 -2.1243 -1.5095  -0.2311
O13 0.8700 -4.1163 1.3561  0.0042
O14 -1.6251 3.2323 -3.9437  -0.4124
O15 5.9207 -1.8328 2.9399  0.0075
O16 2.4424 -0.1110 3.9737  -0.0759
O17 -3.3953 4.2900 -2.6027  -0.2621
O18 0.2170 0.7599 -0.4701  -0.0247
O19 1.5753 -0.5331 -2.8744  -0.0516
O20 -2.7487 5.2582 -4.7104  -0.2293
N1 -3.0733 -1.1025 3.1672  0.1761
N2 5.5133 2.3526 -1.2379  0.1561
N3 -2.8925 3.5894 1.0231  0.1726
N4 -6.2616 2.9853 -3.9086  0.1762
N5 6.0136 -3.3831 -4.1354  0.0139
N6 7.7009 2.3521 -1.9970  0.1441
N7 6.3629 2.9678 1.7754  0.0436
N8 -1.2101 -6.4731 1.4073  0.0408
N9 -5.0552 1.9221 -2.2586  0.1647
N10 1.8383 -2.9845 3.0961  0.1682
N11 5.0970 0.3125 2.7721  0.1541
N12 0.1807 -1.9679 1.9030  0.1898
N13 -2.8961 2.3988 2.9832  0.1836
N14 7.2040 -0.0676 2.1379  0.1529
N15 -8.0979 -1.8094 -3.4192  0.0574
N16 -2.6565 -1.9032 5.2887  0.1780
C1 -7.7939 -0.2693 -1.4500  -0.1985
C2 -2.5530 -4.4306 1.1491  -0.0713
C3 4.8321 4.9040 1.5196  -0.2134
C4 0.6866 1.5733 0.6215  -0.1979
C5 -1.0499 5.4949 -2.7198  -0.6777
C6 5.1102 -1.1648 -3.9581  -0.0622
C7 -2.4299 -0.9295 4.3537  -0.6207
C8 6.6387 1.6096 -1.4933  -0.6524
C9 4.4439 -3.0332 -2.3116  -0.1990
C10 4.4188 -1.7392 -0.3298  -0.0676
C11 5.3349 3.8061 2.4278  -0.4271
C12 -1.0702 1.0253 -0.9010  -0.3401
C13 5.5401 -2.3514 -3.1280  -0.4178
C14 -9.4621 0.2694 -3.2061  -0.0596
C15 3.4753 5.4317 -0.3069  -0.1134
C16 6.0564 -0.6633 2.5973  -0.6681
C17 -5.3320 2.0217 -3.6044  -0.6775
C18 -2.4625 -5.8025 1.8136  -0.4171
C19 0.9463 -3.0858 2.0347  -0.6232
C20 -5.7983 -7.3158 2.0717  -0.1108
C21 -2.1547 3.0591 2.0510  -0.6419
C22 -5.9347 -0.5697 0.0383  -0.1258
C23 -8.1471 -0.4269 -2.9083  -0.4588
C24 2.1395 1.2769 0.9015  -0.0380
C25 -2.0849 -0.0215 -0.4668  -0.5106
C26 5.9209 4.3595 3.7265  -0.0512
C27 -3.6137 -6.6584 1.3249  -0.2100
H1 -3.8901 2.4937 3.0697  0.1093
H2 7.1031 0.8972 1.8482  0.0503
H3 -8.5313 -0.7662 -0.8076  0.1371
H4 -3.8696 -6.4293 0.2847  0.1322
H5 2.6903 5.9653 0.2353  0.0941
H6 -6.6964 -0.7110 0.8152  0.0945
H7 -7.3769 0.1876 -3.4046  0.1161
H8 6.9104 -2.9617 -4.3870  0.0701
H9 6.4352 3.5151 4.1871  0.0838
H10 6.3508 -4.2249 -3.6655  0.0671
H11 2.5806 2.0484 1.5281  0.0811
H12 4.7087 1.8696 -0.8782  0.0877
H13 -1.2276 -7.3890 1.8432  0.0661
H14 4.4900 3.1774 2.7284  0.1265
H15 3.7960 -1.0362 0.2179  0.0655
H16 4.8118 -3.8940 -1.7478  0.1321
H17 2.0448 0.7714 4.0985  0.0339
H18 -0.3276 1.2000 4.5322  -0.0104
H19 -1.3617 1.9947 -0.4578  0.1575
H20 -2.9478 -0.3516 2.4996  0.0582
H21 -3.5496 -4.0198 1.3496  0.0707
H22 5.3766 -1.2942 -0.5980  0.0619
H23 3.6907 -3.3662 -3.0356  0.1254
H24 0.1110 -0.8996 -4.2278  0.0953
H25 -3.2978 -2.6424 5.0690  0.1015
H26 -7.6970 0.7888 -1.1705  0.1208
H27 8.0262 -0.6351 2.0702  0.1042
H28 -3.8219 3.2996 0.7817  0.0954
H29 -5.1387 -1.2941 0.1938  0.0831
H30 4.3494 5.7261 2.0665  0.1335
H31 4.6192 -2.6093 0.3029  0.0959
H32 -3.3550 -7.7244 1.3747  0.1215
H33 2.2998 0.2865 1.3275  0.0568
H34 5.8832 -0.4819 -4.3117  0.0742
H35 -2.4864 4.2859 0.4246  0.0964
H36 0.3217 -3.6410 -0.7812  0.0022
H37 -3.9366 -1.6115 3.0949  0.1067
H38 -6.3780 3.1672 -4.8880  0.1132
H39 -7.9454 -1.6506 -4.4154  0.0768
H40 0.0283 2.2772 3.4754  -0.0045
H41 -2.2511 -1.8175 6.2007  0.1129
H42 6.6518 5.1506 3.5408  0.0844
H43 -0.4017 -5.9649 1.7522  0.0441
H44 -5.5903 0.4718 0.1250  0.0697
H45 0.5720 2.6337 0.3917  0.1260
H46 2.7212 1.2397 -0.0271  0.0689
H47 -9.8581 0.0860 -4.2011  0.0802
H48 -5.7102 2.3802 -1.6515  0.0913
H49 6.4081 -2.1925 -2.4821  0.1285
H50 -1.9053 -3.7174 1.6711  0.0400
H51 7.6033 3.3451 -2.1238  0.0844
H52 -6.2486 -7.3377 1.0745  0.0888
H53 8.2179 1.8858 -2.7244  0.1000
H54 4.4032 -0.5618 -3.3790  0.0595
H55 -2.4140 -5.6212 2.8909  0.1367
H56 4.6016 -1.5214 -4.8563  0.0787
H57 5.3978 3.2976 -1.5474  0.0917
H58 -6.7252 3.5111 -3.1963  0.0994
H59 4.2523 6.1582 -0.5851  0.0906
H60 2.3742 -0.5312 4.8399  0.0742
H61 -2.4152 2.0295 3.7920  0.0869
H62 1.9594 -1.4130 -2.7308  0.0412
H63 4.2469 0.1146 3.2748  0.0485
H64 -5.4417 -8.3169 2.3462  0.0879
H65 -9.3704 1.3499 -3.0612  0.0728
H66 5.6918 5.4325 1.0718  0.1320
H67 -10.2005 -0.0016 -2.4426  0.0815
H68 0.2775 -1.2123 2.5610  0.0872
H69 -4.5876 1.1088 -1.9146  0.0544
H70 -1.2143 -1.0095 -5.0663  0.1277
H71 -2.2864 -4.3817 0.0952  0.0811
H72 7.1803 3.5600 1.6331  0.0981
H73 1.5601 -0.1384 -1.9926  0.0307
H74 0.1206 1.3164 1.5178  0.1054
H75 3.1216 5.0666 -1.2717  0.0819
H76 -7.1784 -2.1667 -3.1543  0.0678
H77 5.5361 1.2154 2.7190  0.0357
H78 -6.5263 -7.0224 2.8250  0.0855
H79 2.1106 -2.0193 3.2015  0.0462
H80 -0.5876 -1.9872 1.2661  0.0572
H81 0.8060 -4.3560 -2.0318  0.0406
H82 2.4569 -3.7675 3.2002  0.1084
H83 5.9806 2.8467 0.8378  0.0421
H84 5.1732 4.7293 4.4254  0.0831

---

Entry 2:
The following is a DFT calculation (ωB97M-V/def2-TZVPD) of 15 unconnected molecules or ions with the total composition C27H84O22.

Calculated total energy, eV: -74396.644
F_max, eV Å⁻¹: 2.84
Lowest unoccupied orbital energy, eV: 0.00
Spin multiplicity: 1

Each line ends with the Löwdin charge.
Cartesian coordinates (Å):
O1 2.5575 0.0754 5.4818  -0.1077
O2 -5.1929 2.2839 -2.3155  -0.0556
O3 -7.4981 0.9476 -3.7187  -0.0916
O4 -1.5422 7.5794 -5.0927  -0.1275
O5 -1.0306 2.2060 0.1331  -0.0756
O6 -5.1076 -2.0929 3.6064  -0.0712
O7 4.2084 -1.5320 -6.5084  -0.0865
O8 -0.7590 -0.7732 -0.2905  -0.0809
O9 -1.4175 -4.5162 -6.4667  -0.0643
O10 -1.0523 -2.9474 -9.1378  -0.0574
O11 4.3516 -3.8253 -2.2634  -0.0810
O12 1.8349 -1.3169 -4.8429  -0.0640
O13 -4.1757 4.8891 3.6899  -0.0603
O14 2.4479 7.7800 5.3590  -0.0652
O15 4.7931 -1.6903 2.0202  -0.0824
O16 1.8805 8.3838 2.5147  -0.0711
O17 -1.3383 -1.3315 6.2600  -0.1188
O18 -5.9406 3.0268 2.5796  -0.0844
O19 -0.3456 -6.4522 3.9052  -0.0711
O20 5.0533 -5.5025 -4.5934  -0.0584
O21 2.4225 5.6535 -1.0768  -0.0549
O22 -1.6008 -7.4289 -0.0771  -0.1093
C1 -5.0758 1.1632 -3.1752  -0.2529
C2 -0.7595 -4.8738 -7.6726  -0.2374
C3 2.7599 2.1776 6.7072  -0.0778
C4 -4.9882 -3.2416 2.8132  -0.3694
C5 3.2146 0.6420 6.6376  -0.2703
C6 -6.1581 1.1069 -4.2711  -0.2083
C7 -6.4763 4.0588 3.4626  -0.2073
C8 -6.2690 -3.4794 2.1409  -0.1054
C9 -2.3464 6.5308 -4.5232  -0.1560
C10 4.2089 -5.8943 -3.5398  -0.2407
C11 -5.5070 5.2681 3.3965  -0.2515
C12 3.0557 -0.7775 -6.9209  -0.2293
C13 3.6813 7.0330 -2.4598  -0.0966
C14 0.1257 -0.0226 0.5991  -0.2079
C15 -1.6099 -6.3151 -0.8854  -0.1979
C16 6.1131 -1.2316 1.9888  -0.3168
C17 2.3837 -0.2636 -5.6671  -0.2429
C18 0.9249 -5.8566 3.9675  -0.3265
C19 6.0879 0.3375 2.0582  -0.0773
C20 -1.3932 -4.2760 -8.9559  -0.2670
C21 3.5954 5.7484 -1.7779  -0.4039
C22 -0.5337 1.2868 1.1345  -0.2261
C23 2.0129 -6.9373 4.0332  -0.1020
C24 1.5313 7.0938 4.4893  -0.2538
C25 4.5635 -5.2430 -2.1435  -0.2161
C26 0.8722 7.9305 3.4256  -0.2365
C27 -1.4355 -2.3680 7.1903  -0.1837
H1 4.4891 -3.4498 -1.3906  0.0750
H2 -2.1869 6.3831 -3.4551  0.0719
H3 -0.2414 2.7113 -0.0756  0.0724
H4 -3.3850 6.8419 -4.6351  0.0754
H5 -7.5585 0.0120 -3.5121  0.0701
H6 4.2998 0.5607 6.5765  0.1026
H7 -6.1075 -4.2682 1.4062  0.0779
H8 3.4189 0.0356 -7.5493  0.1208
H9 -7.5071 4.3271 3.2308  0.1099
H10 1.8668 -7.5525 4.9211  0.0693
H11 -4.1612 1.2143 -3.7659  0.1122
H12 2.5221 8.8333 3.0696  0.0741
H13 2.8835 0.1556 7.5551  0.0955
H14 -2.2179 5.6027 -5.0800  0.0727
H15 4.1438 -6.9805 -3.4762  0.1121
H16 6.6839 -1.6760 2.8041  0.1021
H17 1.6578 0.4233 -6.1022  0.1126
H18 -1.7692 -3.3190 6.7752  0.0770
H19 2.5766 -1.6873 -4.3588  0.0725
H20 -0.7148 -5.9605 -7.7446  0.1118
H21 2.2826 7.5029 6.2632  0.0807
H22 -4.7615 -4.1095 3.4324  0.1148
H23 2.0800 6.2713 4.0304  0.1161
H24 3.4443 7.8173 -1.7410  0.0829
H25 -1.0033 -5.5290 -0.4357  0.0767
H26 2.0326 -7.5786 3.1521  0.0666
H27 -2.4779 -4.3716 -8.9069  0.1162
H28 7.0902 0.7525 1.9518  0.0627
H29 -2.5833 -5.9463 -1.2089  0.0789
H30 -6.1965 1.9601 -4.9483  0.1183
H31 -7.0712 -3.7336 2.8337  0.0843
H32 3.1098 0.3415 -5.1242  0.1192
H33 -5.1453 -1.3594 2.9882  0.0818
H34 0.7417 6.6051 5.0601  0.1167
H35 1.6171 0.0043 5.6610  0.0688
H36 -5.6244 5.6684 2.3895  0.1111
H37 6.6288 -1.5824 1.0949  0.1046
H38 -6.1111 0.1918 -4.8614  0.1113
H39 -4.1361 -3.1829 2.1359  0.1127
H40 4.0029 -2.4199 -6.2068  0.0757
H41 -1.5478 -2.4491 -8.4837  0.0855
H42 -2.2537 -2.1465 7.8756  0.0741
H43 -3.9152 4.3626 2.9305  0.0758
H44 -0.4829 -2.4214 7.7172  0.0817
H45 1.0396 0.2460 0.0692  0.1137
H46 0.1272 7.3648 2.8661  0.1234
H47 5.6077 0.7065 2.9645  0.0644
H48 3.2206 -5.5010 -3.7778  0.1126
H49 1.1528 -5.1913 3.1348  0.1087
H50 0.2265 -0.6631 1.4753  0.1127
H51 -5.0816 0.2464 -2.5856  0.1166
H52 -6.5463 3.5860 4.4422  0.1137
H53 3.2512 2.6292 5.8453  0.0597
H54 -4.3387 2.2918 -1.8775  0.0790
H55 1.6780 2.2906 6.6386  0.0654
H56 5.6387 0.8405 1.2019  0.0668
H57 -5.7746 6.0606 4.0954  0.1162
H58 -6.1089 3.3432 1.6890  0.0766
H59 -1.1071 -4.8066 -9.8641  0.1178
H60 4.4271 5.6705 -1.0777  0.1115
H61 -1.0560 -3.6872 -6.1447  0.0794
H62 4.6580 7.2587 -2.8879  0.0816
H63 -0.5403 -6.7010 2.9987  0.0769
H64 5.5822 -5.4864 -1.8415  0.1065
H65 -0.3609 -0.5716 -1.1405  0.0679
H66 0.2917 -4.5947 -7.6016  0.1139
H67 5.8655 -6.0112 -4.5372  0.0854
H68 3.1951 2.6042 7.6109  0.0604
H69 3.6917 4.8689 -2.4145  0.1195
H70 0.3722 8.7681 3.9119  0.1175
H71 -1.4420 -8.2345 -0.5744  0.0805
H72 -6.5401 -2.5856 1.5792  0.0767
H73 -1.0117 -6.5076 -1.7761  0.0757
H74 4.4478 -1.2945 2.8237  0.0741
H75 -0.6496 7.2282 -5.1304  0.0631
H76 2.4478 -1.4898 -7.4787  0.1179
H77 -2.2189 -1.3135 5.8781  0.0730
H78 0.2005 1.8143 1.7435  0.1127
H79 3.9258 -5.5790 -1.3259  0.1092
H80 2.9975 7.0878 -3.3068  0.0799
H81 1.0210 -5.3789 4.9425  0.1074
H82 -1.3690 0.9410 1.7434  0.1121
H83 3.0172 -6.5475 4.1991  0.0659
H84 2.5228 6.4300 -0.5212  0.0787

---

- Which of these has the highest calculated total energy?
  C27H84O22